# 1
Computed, not measured: a structure of composition C47H48F2Ge2KN6O6, with ωB97M-V with the def2-TZVPD basis set.

Each line ends with the Mulliken spin population.
Cartesian coordinates (Å):
K1 0.891 0.615 -0.832  -0.006
O1 1.352 -2.671 -2.121  0.002
C1 1.071 -2.624 -3.496  0.002
C2 1.075 -1.211 -4.068  -0.001
N1 0.284 -0.269 -3.294  0.002
C3 -1.114 -0.619 -3.072  0.000
C4 -1.429 -0.569 -1.560  0.003
O2 -2.386 0.128 -1.159  0.001
O3 -0.624 -1.227 -0.838  -0.006
C5 0.464 1.091 -3.798  0.002
C6 1.835 1.743 -3.439  0.001
O4 2.302 2.532 -4.286  0.001
O5 2.311 1.443 -2.315  -0.015
H1 0.665 -2.136 -1.663  0.007
H2 0.115 -3.121 -3.721  0.000
H3 1.848 -3.194 -4.010  0.000
H4 0.727 -1.267 -5.118  0.000
H5 2.099 -0.832 -4.077  0.000
H6 -1.324 -1.634 -3.420  0.000
H7 -1.789 0.061 -3.598  0.000
H8 -0.298 1.730 -3.351  -0.001
H9 0.342 1.140 -4.890  0.000
F1 4.522 -3.332 -1.372  0.003
C7 4.384 -2.099 -0.809  0.024
C8 3.292 -1.799 -0.078  0.031
C9 3.158 -0.526 0.538  0.112
C10 4.097 0.538 0.164  0.219
C11 5.259 0.073 -0.479  -0.099
F2 6.322 0.916 -0.656  0.004
C12 5.452 -1.193 -0.959  0.142
C13 3.741 1.953 0.230  0.042
C14 4.505 2.978 -0.385  0.047
C15 4.049 4.271 -0.374  -0.009
C16 2.835 4.581 0.248  0.079
C17 2.136 3.524 0.799  -0.045
N2 2.554 2.261 0.796  0.071
H10 2.537 -2.561 0.067  0.027
H11 6.376 -1.463 -1.450  0.022
H12 5.422 2.751 -0.899  0.008
H13 4.623 5.044 -0.874  0.000
H14 2.437 5.589 0.270  0.007
H15 1.171 3.695 1.277  0.001
C18 -2.872 2.554 3.021  0.000
C19 -2.795 1.930 1.624  0.001
C20 -1.565 1.153 1.462  0.001
N3 -0.580 0.566 1.433  0.004
H16 -3.838 3.041 3.162  0.000
H17 -2.083 3.295 3.153  0.000
H18 -2.744 1.790 3.789  0.000
H19 -2.819 2.696 0.850  0.000
H20 -3.636 1.260 1.437  0.000
O6 2.385 0.288 2.652  0.201
C21 2.258 -0.456 1.675  0.080
C22 -0.805 -4.306 -0.497  0.001
Ge1 -0.997 -3.209 1.117  0.001
C23 -2.755 -2.341 0.976  0.001
C24 -1.282 -4.562 2.558  -0.001
Ge2 0.867 -1.933 2.071  0.023
C25 2.146 -3.407 2.571  0.010
C26 3.210 -3.163 3.443  -0.015
C27 4.182 -4.125 3.698  0.002
C28 4.127 -5.360 3.064  0.000
C29 3.097 -5.617 2.171  -0.001
C30 2.125 -4.651 1.932  0.001
C31 0.114 -1.350 3.819  -0.005
C32 0.914 -0.981 4.904  0.003
C33 0.354 -0.579 6.113  0.000
C34 -1.026 -0.525 6.268  0.000
C35 -1.841 -0.869 5.198  0.000
C36 -1.272 -1.273 3.995  -0.002
H21 -1.385 -5.222 -0.344  0.000
H22 0.230 -4.559 -0.730  -0.001
H23 -1.214 -3.753 -1.345  0.000
H24 -3.251 -2.724 0.079  0.000
H25 -2.657 -1.261 0.852  0.000
H26 -3.370 -2.576 1.849  0.000
H27 -2.290 -4.985 2.477  0.000
H28 -1.178 -4.101 3.544  0.000
H29 -0.557 -5.376 2.493  0.000
H30 3.310 -2.188 3.911  0.007
H31 4.996 -3.899 4.378  0.000
H32 4.893 -6.106 3.247  0.000
H33 3.057 -6.565 1.645  0.000
H34 1.345 -4.871 1.212  0.000
H35 1.990 -0.970 4.799  -0.003
H36 1.002 -0.295 6.935  0.000
H37 -1.461 -0.210 7.210  0.000
H38 -2.921 -0.821 5.298  0.000
H39 -1.927 -1.521 3.170  0.000
C37 -0.264 5.363 -2.556  0.000
C38 0.180 4.152 -2.046  -0.002
N4 -0.666 3.232 -1.582  0.002
C39 -1.973 3.464 -1.641  0.000
C40 -2.521 4.645 -2.137  0.001
C41 -1.623 5.612 -2.580  0.001
C42 -3.964 4.963 -2.084  0.000
C43 -5.061 4.213 -2.129  0.000
C44 -5.308 2.789 -2.472  0.000
C45 -4.449 1.948 -3.159  0.000
C46 -4.912 0.684 -3.473  0.000
N5 -6.128 0.254 -3.141  0.000
C47 -6.868 1.130 -2.472  0.000
N6 -6.534 2.371 -2.136  0.000
H40 0.448 6.090 -2.923  0.000
H41 1.236 3.896 -2.019  0.005
H42 -2.608 2.663 -1.270  0.000
H43 -2.001 6.560 -2.949  0.000
H44 -4.157 6.020 -1.923  0.000
H45 -5.992 4.729 -1.924  0.000
H46 -3.457 2.259 -3.452  0.000
H47 -4.287 -0.013 -4.016  0.000
H48 -7.860 0.803 -2.181  0.000

Calculated total energy, a.u.: -7553.3464
Multiplicity: 2
Max |F|, eV Å⁻¹: 2.293
Charge: -2
Orbital gap (alpha / beta), hartree: 0.120 / 0.216
LUMO (alpha / beta), eV: 3.38 / 3.38
HOMO energy (alpha / beta), eV: 0.1 / -2.5
Relative energy (zero: lowest compared OMol25 entry of this formula, charge and spin), kJ/mol: 29.99



# 2
Computed, not measured: a cluster of 2 separate species, C3H8N3O in total, with ωB97M-V with the def2-TZVPD basis set.

Each line ends with the natural charge from an NBO analysis.
Cartesian coordinates (Å):
C1 -1.907 0.146 -0.023  0.363
C2 2.382 0.621 0.174  0.707
C3 3.447 0.257 -0.419  -0.735
N1 -2.234 1.423 -0.100  -0.738
N2 -0.457 -1.721 0.042  -0.571
N3 -0.904 -0.459 0.417  -0.340
O1 1.499 0.904 0.896  -0.547
H1 -2.528 -0.569 -0.642  0.203
H2 3.491 0.351 -1.606  0.294
H3 -1.316 -2.206 -0.473  0.364
H4 4.211 -0.271 0.162  0.297
H5 -3.151 1.653 -0.635  0.449
H6 -1.772 2.202 0.287  0.433
H7 -0.520 -2.323 0.898  0.379
H8 -0.241 -0.009 1.022  0.443

Calculated total energy, a.u.: -358.2819
Max |F|, eV Å⁻¹: 4.628
Charge: +1
Orbital gap, hartree: 0.349
LUMO, eV: -3.29
HOMO energy, eV: -12.8
Relative energy (zero: lowest compared OMol25 entry of this formula, charge and spin), kJ/mol: 300.82



# 3
Computed, not measured: a cluster of 11 separate species, H22O11 in total, with ωB97M-V with the def2-TZVPD basis set.

Each line ends with the natural charge from an NBO analysis.
Cartesian coordinates (Å):
O1 -2.778 -0.603 0.813  -0.993
H1 -1.894 -0.598 1.290  0.469
H2 -2.882 -1.454 0.472  0.441
O2 -0.462 0.164 -4.186  -0.976
H3 -0.757 1.098 -4.495  0.526
H4 0.435 0.011 -3.805  0.492
O3 0.152 0.765 -0.505  -0.955
H5 0.046 -0.030 -0.933  0.489
H6 0.200 0.609 0.452  0.493
O4 -0.028 -1.914 -0.842  -0.981
H7 -0.744 -1.869 -1.499  0.524
H8 0.531 -2.509 -1.305  0.480
O5 2.416 2.915 1.026  -0.923
H9 2.255 2.014 0.731  0.464
H10 2.728 3.318 0.301  0.457
O6 -1.814 -0.985 -2.438  -0.990
H11 -1.109 -0.585 -2.915  0.485
H12 -2.313 -0.352 -1.879  0.522
O7 -1.384 1.892 -1.656  -0.928
H13 -0.856 2.680 -2.119  0.436
H14 -0.772 1.650 -1.132  0.444
O8 2.516 -0.053 1.698  -0.947
H15 2.026 -0.761 1.928  0.494
H16 2.588 -0.063 0.675  0.480
O9 -1.152 -0.621 2.526  -0.939
H17 -0.776 0.055 2.894  0.497
H18 -0.690 -1.414 2.361  0.496
O10 0.849 -2.181 1.551  -1.017
H19 0.354 -2.198 0.606  0.505
H20 0.778 -3.054 1.785  0.471
O11 0.622 1.211 3.166  -0.978
H21 0.605 2.071 2.813  0.478
H22 1.321 0.785 2.618  0.484

Calculated total energy, a.u.: -840.7036
SMILES string: O.O.O.O.O.O.O.O.O.O.O
Max |F|, eV Å⁻¹: 13.022
Charge: 0
Orbital gap, hartree: 0.351
LUMO, eV: -0.39
HOMO energy, eV: -9.9
Relative energy (zero: lowest compared OMol25 entry of this formula, charge and spin), kJ/mol: 463.59



# 4
Computed, not measured: a cluster of 10 separate species, C19H42BrN19O11 in total, with ωB97M-V with the def2-TZVPD basis set.

Each line ends with the Mulliken charge.
Cartesian coordinates (Å):
N1 1.179 -5.938 -1.046  -0.449
C1 1.158 -4.454 -1.191  -0.151
C2 2.453 -3.628 -1.405  -0.396
C3 2.339 -2.085 -1.550  -0.666
C4 0.944 -1.374 -1.520  -0.623
C5 -0.312 -2.243 -1.307  0.203
C6 -0.242 -3.786 -1.117  0.586
C7 -1.616 -4.547 -0.858  0.409
O1 -1.612 -5.600 -0.177  -0.489
C8 -2.967 -3.929 -1.425  -0.472
C9 -3.016 -2.525 -1.596  -0.051
Br1 -4.696 -1.707 -2.242  -0.139
C10 -1.764 -1.558 -1.276  0.486
O2 -1.908 -0.338 -1.049  -0.572
H1 1.087 -6.265 -2.030  0.255
H2 2.119 -6.257 -0.767  0.478
H3 3.457 -4.169 -1.456  0.447
H4 3.278 -1.458 -1.684  0.326
H5 0.894 -0.236 -1.660  0.357
H6 -3.829 -4.641 -1.621  0.357
N2 3.959 -5.668 -4.599  -0.427
C11 3.288 -6.626 -3.915  0.615
N3 2.736 -7.592 -4.687  -0.388
O3 3.188 -6.619 -2.694  -0.633
H7 4.053 -5.655 -5.600  0.150
H8 4.384 -4.931 -4.059  0.224
H9 2.228 -8.323 -4.215  0.223
H10 2.806 -7.616 -5.688  0.167
N4 7.173 -4.761 -5.145  -0.276
C12 7.495 -4.434 -6.422  0.639
N5 8.733 -3.903 -6.578  -0.390
O4 6.729 -4.607 -7.357  -0.641
H11 7.786 -4.629 -4.361  0.169
H12 6.262 -5.159 -4.993  0.187
H13 9.008 -3.647 -7.512  0.231
H14 9.376 -3.753 -5.822  0.163
N6 -2.040 1.933 0.865  -0.176
C13 -1.674 1.746 2.154  0.585
N7 -2.158 2.664 3.019  -0.342
O5 -0.959 0.818 2.514  -0.865
H15 -2.625 2.689 0.555  0.078
H16 -1.697 1.268 0.188  0.244
H17 -1.907 2.556 3.989  0.314
H18 -2.745 3.436 2.748  0.181
N8 -4.839 6.161 1.954  -0.335
C14 -3.496 6.148 1.813  0.704
N9 -2.896 7.343 2.015  -0.292
O6 -2.867 5.133 1.524  -0.760
H19 -5.368 6.986 2.191  0.245
H20 -5.325 5.290 1.812  0.175
H21 -1.893 7.376 1.921  0.224
H22 -3.393 8.184 2.252  0.184
N10 0.355 4.740 6.916  -0.388
C15 -0.207 4.783 5.682  0.590
N11 0.163 3.776 4.857  -0.317
O7 -0.988 5.663 5.343  -0.675
H23 0.997 4.028 7.214  0.171
H24 0.105 5.472 7.560  0.224
H25 -0.233 3.772 3.930  0.246
H26 0.803 3.044 5.117  0.141
N12 -6.810 9.972 0.329  -0.381
C16 -6.442 9.779 1.618  0.621
N13 -6.919 10.700 2.488  -0.404
O8 -5.732 8.845 1.968  -0.716
H27 -7.391 10.730 0.021  0.170
H28 -6.474 9.307 -0.349  0.218
H29 -6.666 10.589 3.457  0.221
H30 -7.502 11.472 2.222  0.169
N14 2.947 -1.051 5.134  -0.399
C17 1.902 -0.286 4.722  0.608
N15 1.574 -0.431 3.417  -0.229
O9 1.307 0.475 5.474  -0.664
H31 3.449 -1.680 4.535  0.149
H32 3.222 -0.970 6.099  0.231
H33 0.800 0.121 3.072  0.252
H34 2.051 -1.049 2.786  0.157
N16 -2.017 5.725 -1.185  -0.120
C18 -1.456 6.178 -2.332  0.515
N17 -1.653 7.500 -2.576  -0.350
O10 -0.822 5.456 -3.088  -0.672
H35 -2.540 6.301 -0.553  0.071
H36 -1.893 4.750 -0.968  0.117
H37 -1.251 7.875 -3.419  0.210
H38 -2.169 8.109 -1.968  0.155
N18 0.874 -10.619 1.023  -0.384
C19 1.432 -10.159 -0.125  0.595
N19 1.216 -8.845 -0.373  -0.235
O11 2.077 -10.875 -0.877  -0.663
H39 0.341 -10.048 1.654  0.174
H40 1.012 -11.592 1.243  0.221
H41 1.614 -8.466 -1.217  0.123
H42 0.688 -8.239 0.231  0.172

Calculated total energy, a.u.: -5191.4404
SMILES string: Nc1cccc2c1C(=O)C=C(Br)C2=O.NC(N)=O.NC(N)=O.NC(N)=O.NC(N)=O.NC(N)=O.NC(N)=O.NC(N)=O.NC(N)=O.NC(N)=O
Max |F|, eV Å⁻¹: 4.279
Charge: 0
Orbital gap, hartree: 0.275
LUMO, eV: -1.30
HOMO energy, eV: -8.8
Relative energy (zero: lowest compared OMol25 entry of this formula, charge and spin), kJ/mol: 353.89



# 5
Computed, not measured: an isolated molecule of C4H2O2, with ωB97M-V with the def2-TZVPD basis set.

Each line ends with the natural charge from an NBO analysis.
Cartesian coordinates (Å):
O1 -2.503 -0.632 0.594  -0.416
C1 -1.776 0.106 0.087  0.713
C2 -0.990 1.043 -0.546  -0.275
C3 0.010 0.195 -0.119  -0.275
C4 1.487 0.080 -0.176  0.380
O2 1.947 -0.895 0.377  -0.469
H1 -0.283 -0.728 0.467  0.196
H2 2.108 0.830 -0.683  0.146

Calculated total energy, a.u.: -303.9467
Max |F|, eV Å⁻¹: 2.885
Charge: 0
Orbital gap, hartree: 0.332
LUMO, eV: -1.32
HOMO energy, eV: -10.4
Relative energy (zero: lowest compared OMol25 entry of this formula, charge and spin), kJ/mol: 165.66



# 6
Computed, not measured: an isolated molecule of C5H12N2, with ωB97M-V with the def2-TZVPD basis set.

Each line ends with the natural charge from an NBO analysis.
Cartesian coordinates (Å):
C1 2.317 -2.585 -0.562  -0.409
N1 1.167 -1.846 -1.051  -0.601
C2 0.660 -0.880 -0.230  0.050
C3 -0.265 0.076 -0.577  -0.364
C4 -0.191 1.417 0.077  -0.424
C5 -1.352 1.890 0.961  -0.214
N2 -2.596 2.103 0.228  -0.843
H1 2.075 -3.255 0.268  0.175
H2 3.053 -1.863 -0.223  0.200
H3 2.799 -3.201 -1.320  0.207
H4 0.593 -2.323 -1.729  0.386
H5 1.103 -0.863 0.765  0.181
H6 -1.271 -0.298 -0.778  0.202
H7 0.720 1.496 0.687  0.194
H8 -0.028 2.209 -0.665  0.209
H9 -1.026 2.772 1.515  0.187
H10 -1.459 1.120 1.741  0.155
H11 -3.181 2.794 0.677  0.359
H12 -3.116 1.235 0.216  0.352

Calculated total energy, a.u.: -307.1342
SMILES string: CN/C=C/CCN
Max |F|, eV Å⁻¹: 2.084
Charge: 0
Orbital gap, hartree: 0.301
LUMO, eV: 1.09
HOMO energy, eV: -7.1
Relative energy (zero: lowest compared OMol25 entry of this formula, charge and spin), kJ/mol: 249.81